Record 1
Below is a molecular structure, C8H11O3 at a distorted geometry, with properties calculated with the ωB97M-V functional and the def2-TZVPD basis.

Each line ends with the Mulliken charge.
CARTESIAN COORDINATES (ANGSTROEM)
C  -1.30  -0.12  0.20  0.019
C  -2.67  -0.44  0.03  0.189
C  -0.31  -1.07  0.08  0.715
C  -1.16  1.45  0.36  -0.389
C  -2.54  1.95  -0.14  -0.420
C  2.03  -0.66  -1.33  -1.255
C  2.38  -1.04  1.01  -1.466
C  1.56  -0.24  0.01  0.032
O  -0.20  -2.24  -0.17  -0.699
O  -3.29  -1.50  0.03  -0.659
O  -3.38  0.80  -0.35  -0.393
H  -1.21  1.71  1.41  0.152
H  -0.23  1.94  -0.10  0.217
H  -3.05  2.46  0.60  0.280
H  -2.36  2.47  -1.08  0.258
H  1.38  -0.25  -2.13  0.256
H  1.90  -1.73  -1.06  0.246
H  3.07  -0.62  -1.41  0.482
H  2.16  -2.15  0.94  0.282
H  3.41  -0.73  0.90  0.422
H  2.18  -0.85  2.08  0.343
H  1.61  0.86  0.13  0.388

Calculated values
HOMO-LUMO gap ... 7.54 eV
Charge ... -1
HOMO level ... -0.1386 Ha
E ... -537.12056 a.u.
LUMO ... 3.767 eV
Relative energy (zero: lowest compared OMol25 entry of this formula, charge and spin) ... 145.5 kJ/mol

Record 2
Below is a gas-phase ion, C8H11O5S (charge -1) at a distorted geometry, with properties calculated with the ωB97M-V functional and the def2-TZVPD basis.

Each line ends with the Mulliken charge.
CARTESIAN COORDINATES (ANGSTROEM)
C  -3.72  -0.55  -0.82  -0.683
O  -2.47  -0.27  -1.22  -0.177
C  -1.55  0.16  -0.23  -0.357
S  -0.87  -1.36  0.36  1.251
O  -0.64  -1.30  1.81  -0.748
O  -1.71  -2.47  -0.04  -0.636
O  0.86  -1.73  -0.36  -0.475
C  2.01  -1.26  -0.65  0.670
O  2.73  -1.82  -1.50  -0.718
C  2.70  -0.04  0.14  -0.958
C  1.71  1.15  0.37  0.967
C  1.13  1.08  1.78  -1.796
C  0.77  1.26  -0.77  -1.006
C  -0.51  1.01  -0.92  0.059
H  -3.98  -0.42  0.23  0.346
H  -3.87  -1.69  -0.81  0.207
H  -4.32  -0.02  -1.56  0.248
H  3.61  0.14  -0.38  0.316
H  2.92  -0.42  1.10  0.430
H  2.39  2.06  0.30  0.299
H  1.85  1.28  2.56  0.429
H  0.65  0.12  2.04  0.417
H  0.31  1.69  1.89  0.488
H  1.12  1.87  -1.61  0.210
H  -1.12  1.53  -1.71  0.220

Calculated values
HOMO-LUMO gap (alpha / beta) ... 7.55 / 7.55 eV
Charge ... -1
HOMO level (alpha / beta) ... -0.1486 / -0.1486 Ha
E ... -1085.73197 a.u.
LUMO (alpha / beta) ... 3.504 / 3.504 eV
Relative energy (zero: lowest compared OMol25 entry of this formula, charge and spin) ... 326.6 kJ/mol

Record 3
Below is 2 unconnected molecules or ions with the total composition C8H12 at a distorted geometry, with properties calculated with the ωB97M-V functional and the def2-TZVPD basis.

Each line ends with the Mulliken charge.
CARTESIAN COORDINATES (ANGSTROEM)
C  1.05  -1.49  1.07  -1.034
C  1.02  -0.99  -0.14  0.998
C  0.20  -1.63  -1.19  -1.400
C  1.55  0.33  -0.56  -0.461
C  1.24  1.59  0.17  0.014
C  2.45  1.22  0.41  -0.615
H  1.71  -0.95  1.76  0.253
H  0.55  -2.37  1.39  0.333
H  0.69  -1.68  -2.08  0.431
H  -0.73  -1.18  -1.38  0.232
H  0.05  -2.64  -0.88  0.393
H  1.79  0.54  -1.66  0.326
H  0.33  1.95  0.60  0.202
H  3.45  1.55  0.79  0.318
C  -2.72  0.81  0.92  -0.362
C  -2.31  1.10  -0.35  -0.587
H  -2.57  1.46  1.86  0.223
H  -3.29  -0.16  1.12  0.196
H  -1.67  1.93  -0.63  0.277
H  -2.79  0.60  -1.24  0.262

Calculated values
HOMO-LUMO gap ... 9.87 eV
Charge ... 0
HOMO level ... -0.3209 Ha
E ... -311.82927 a.u.
LUMO ... 1.132 eV
Relative energy (zero: lowest compared OMol25 entry of this formula, charge and spin) ... 412.5 kJ/mol

Record 4
Below is a single C8H12 molecule at a distorted geometry, with properties calculated with the ωB97M-V functional and the def2-TZVPD basis.

Each line ends with the Mulliken charge.
CARTESIAN COORDINATES (ANGSTROEM)
C  -0.40  1.08  -2.49  -0.862
C  0.09  0.63  -1.34  0.206
C  0.65  0.02  -0.30  0.251
C  2.16  -0.07  -0.19  -1.449
C  -0.09  -0.85  0.64  0.571
C  -1.26  -1.43  -0.16  -1.315
C  -0.58  -0.01  1.90  -0.427
C  -0.71  1.31  1.79  -0.776
H  -0.73  2.17  -2.63  0.206
H  -0.56  0.54  -3.44  0.251
H  2.51  -1.04  0.00  0.378
H  2.77  0.31  -1.11  0.323
H  2.32  0.56  0.72  0.286
H  0.49  -1.73  0.85  0.419
H  -0.85  -2.19  -0.77  0.350
H  -1.85  -0.54  -0.66  0.329
H  -1.93  -1.96  0.58  0.346
H  -0.54  -0.36  2.96  0.264
H  -0.87  1.78  2.75  0.266
H  -0.62  1.78  0.91  0.384

Calculated values
HOMO-LUMO gap ... 10.06 eV
Charge ... 0
HOMO level ... -0.3307 Ha
E ... -311.88913 a.u.
LUMO ... 1.059 eV
Relative energy (zero: lowest compared OMol25 entry of this formula, charge and spin) ... 255.4 kJ/mol